The molecule C8H14O2S in a non-equilibrium geometry. Source: the OMol25 dataset; level of theory: ωB97M-V/def2-TZVPD.

molar mass	174.27	g mol⁻¹
frontier orbital gap	9.26	eV
charge	0
LUMO	0.027	Ha
E	-861.80793	Eh
ΔE to the lowest compared entry with this formula, charge and spin	1.432	eV

Atoms and positions in Å:
S 2.11620 -0.96977 -0.46261
O 1.03965 -1.12592 1.96357
O -2.85241 -1.75630 0.34755
C -1.65881 3.14667 -0.38355
C 0.27299 1.16523 -0.24288
C 0.42015 -0.24245 -0.89915
C -1.93226 -0.82227 0.00182
C 2.92189 -2.61745 1.54321
C -0.70192 -1.26797 -0.56012
C -0.59134 2.23791 -1.13025
C 1.91387 -1.57057 1.18883
H 0.40011 -0.08643 -1.94109
H 2.83560 -3.48254 0.79185
H -2.34594 2.68367 0.25662
H -0.97939 1.78181 -2.08138
H 3.90202 -2.18523 1.53964
H -0.52174 -2.34105 -0.69245
H 0.13969 2.88050 -1.48704
H -2.11274 0.19212 0.08401
H 2.72213 -2.99686 2.50969
H -1.03926 3.73679 0.31441
H -2.27593 3.74674 -1.15631
H -2.82478 -2.53964 -0.07195
H 1.30246 1.52648 -0.17479
H -0.15022 0.90655 0.74237

Atomic forces in eV per Å
-0.8990 0.0665 -0.8424
2.2805 -1.4082 -1.9463
-1.5617 5.2658 2.9073
1.6042 0.5938 -1.9137
-1.1997 -0.2995 -0.8280
-0.6624 -0.6485 1.8946
5.1735 -4.9171 -2.8308
-0.6723 -1.2394 -1.5914
-2.4720 2.6472 1.5969
-1.2591 -2.0264 1.0308
-2.5260 1.6543 1.7926
0.6822 -0.1563 -1.4943
0.3903 1.3397 1.0271
-1.0638 -1.3156 0.6475
-0.0548 -0.0211 1.0965
0.6907 0.0999 -0.2616
-0.0101 0.4678 -0.0040
1.3421 1.5026 -0.6773
-0.9740 1.6612 0.6843
-0.2779 -0.3116 1.0655
-0.5315 0.4802 -0.5550
1.3000 -0.6154 1.3950
0.7883 -3.9618 -2.4510
-0.3834 0.2764 0.3893
0.2961 0.8655 -0.1316

---

A cluster of 2 separate species, C13H16B2BrN2O5P in total in a non-equilibrium geometry. Source: the OMol25 dataset; level of theory: ωB97M-V/def2-TZVPD.

molar mass	412.78	g mol⁻¹
frontier orbital gap	8.82	eV
charge	0
LUMO	-0.021	Ha
E	-3955.95242	Eh

Atoms and positions in Å:
Br 0.10905 -0.91937 4.77750
P 1.85665 -1.60873 3.52477
O 0.26314 2.51750 -2.03377
O 4.58249 -0.01217 1.86473
O 2.98309 -0.59410 4.09825
O 3.05375 2.02961 -1.49290
O -2.23901 -1.57803 2.17041
N -3.52627 -0.21874 -0.69428
N 3.66179 1.80732 0.74127
C 0.04356 0.05196 -4.07486
C -4.17008 2.16912 -1.50106
C 3.61423 0.53056 1.42212
C 0.08525 -1.04719 1.41610
C 1.74708 0.68874 0.07383
C -0.61628 -3.55546 2.36588
C 2.19619 0.06165 1.23951
C 2.82830 1.60031 -0.38755
C -0.32088 -0.40993 0.23409
C -0.85957 0.42709 -2.87305
C -3.81254 0.83134 -1.04876
C 0.48443 0.48326 -0.47018
C 1.36194 -0.79496 1.95267
B -0.97440 -2.05674 2.02845
B -0.01771 1.19659 -1.79591
H -0.31291 -3.66028 3.41138
H -1.63422 1.11828 -3.22713
H -1.32105 -0.61414 -0.13608
H 0.23789 -1.01960 -4.10499
H -3.99483 2.88721 -0.70232
H 2.66016 0.31385 4.17338
H -1.37985 -0.44422 -2.47408
H -2.88978 -2.27973 2.26738
H -3.56317 2.44145 -2.36281
H 0.19716 -3.94900 1.75389
H -1.48515 -4.20800 2.23061
H -0.44197 0.32183 -5.01303
H 4.61364 1.98449 0.42663
H 1.19979 2.73775 -1.93891
H -5.22145 2.19458 -1.78063
H 1.00153 0.57588 -4.06058

Atomic forces in eV per Å
-0.1196 0.0120 0.0174
0.3573 -0.0701 0.0598
0.1352 -0.2999 -0.5928
-0.1681 0.0766 0.1389
-0.2000 -0.0534 0.0469
-0.2455 0.3178 0.0904
0.0672 -0.0375 -0.4299
-0.0160 -0.3096 0.0472
0.6363 -1.3030 -0.9931
-0.0952 0.0239 -0.0529
-0.0077 0.0293 0.0009
-0.1399 0.3683 0.1662
-0.1933 0.2182 -0.0097
-0.2291 0.0146 0.2522
-0.1054 -0.1073 -0.1892
-0.0943 0.1097 -0.0971
-0.0298 0.1553 0.3420
-0.0054 -0.2362 0.0968
-0.3992 0.2554 0.1559
-0.0863 0.2809 -0.0811
0.6281 0.0311 -0.2535
-0.0688 0.0432 -0.1179
0.0944 -0.0959 0.2892
-0.1553 0.0088 0.0691
-0.0088 0.0391 -0.0200
0.0245 -0.0571 -0.0081
0.0831 0.0037 0.0716
0.0895 0.0335 0.0537
0.0017 0.0061 -0.0036
0.1523 0.0863 0.0266
0.0668 -0.0315 -0.0927
-0.0522 0.0518 0.2384
0.0035 0.0045 0.0069
0.0098 0.0038 0.0246
0.0314 -0.0058 0.0119
0.0357 -0.0681 0.0024
0.0243 0.3951 0.2670
-0.0367 0.1335 0.4509
-0.0010 0.0093 -0.0037
0.0165 -0.0363 0.0184